[1]
{"formula": "C8H16O2", "method": "ωB97M-V/def2-TZVPD", "elements": ["C", "C", "C", "C", "O", "C", "O", "C", "C", "C", "H", "H", "H", "H", "H", "H", "H", "H", "H", "H", "H", "H", "H", "H", "H", "H"], "xyz": [[0.496, 1.168, -1.682], [0.508, 0.523, -0.295], [1.961, 0.290, 0.117], [-0.189, 1.778, 0.824], [-1.376, 1.203, 1.273], [-1.270, -0.154, 1.412], [-0.562, -0.555, 2.525], [-0.422, -0.636, -0.094], [0.196, -2.009, 0.143], [-1.543, -0.751, -1.128], [0.842, 0.470, -2.441], [1.165, 2.026, -1.688], [-0.492, 1.517, -1.958], [2.491, 1.243, 0.157], [2.476, -0.348, -0.606], [2.050, -0.187, 1.093], [-0.427, 2.701, 0.305], [0.520, 1.935, 1.640], [-2.259, -0.607, 1.450], [0.312, -0.145, 2.501], [-0.590, -2.722, 0.386], [0.705, -2.359, -0.755], [0.900, -2.017, 0.974], [-2.130, 0.165, -1.165], [-1.154, -0.954, -2.125], [-2.209, -1.572, -0.863]], "lowdin_charge": [-0.07, -0.40, -0.06, -0.06, -0.08, -0.33, 0.03, -0.39, -0.05, -0.06, 0.09, 0.08, 0.08, 0.08, 0.09, 0.07, 0.11, 0.11, 0.16, 0.09, 0.09, 0.09, 0.07, 0.09, 0.08, 0.08], "total_energy_ev": -12649.52304, "homo_lumo_gap_ev": 10.071, "smiles": "CC1(C)CO[C@H](O)C1(C)C", "relative_energy_kj_mol": 179.4, "charge": 0}


[2]
{"formula": "C17H29ClCrSi2", "method": "ωB97M-V/def2-TZVPD", "elements": ["C", "C", "C", "H", "C", "C", "H", "H", "H", "H", "Cr", "Cl", "C", "C", "C", "H", "C", "C", "H", "H", "H", "H", "C", "Si", "C", "C", "C", "Si", "C", "C", "C", "H", "H", "H", "H", "H", "H", "H", "H", "H", "H", "H", "H", "H", "H", "H", "H", "H", "H", "H"], "xyz": [[-2.219, -0.741, -2.947], [-1.012, -1.412, -3.330], [0.079, -0.481, -3.229], [-0.979, -2.389, -3.826], [-0.459, 0.792, -2.851], [-1.882, 0.633, -2.650], [-2.589, 1.380, -2.292], [-3.237, -1.140, -3.018], [1.108, -0.669, -3.569], [0.124, 1.695, -2.638], [-0.903, -0.500, -1.180], [-2.485, -1.456, 0.232], [3.580, -3.876, 0.329], [4.394, -2.792, -0.135], [4.635, -2.986, -1.534], [4.787, -1.989, 0.475], [3.973, -4.191, -1.933], [3.320, -4.741, -0.783], [2.761, -5.667, -0.749], [3.256, -4.030, 1.350], [5.246, -2.353, -2.164], [3.993, -4.628, -2.923], [-1.571, 3.428, 1.870], [-2.170, 2.109, 0.641], [-3.642, 1.353, 1.548], [-3.013, 3.188, -0.659], [-0.670, 1.049, 0.118], [0.389, 0.463, 1.562], [-0.559, -0.207, 3.046], [1.613, -0.846, 0.981], [1.450, 1.911, 2.189], [-2.405, 4.114, 2.052], [-0.750, 4.021, 1.464], [-1.240, 3.034, 2.831], [-4.269, 2.185, 1.899], [-4.248, 0.714, 0.900], [-3.367, 0.763, 2.425], [-2.304, 3.708, -1.309], [-3.712, 2.641, -1.298], [-3.571, 3.965, -0.116], [0.032, 1.752, -0.425], [-1.128, -1.105, 2.779], [0.151, -0.481, 3.840], [-1.267, 0.512, 3.477], [2.240, -0.472, 0.164], [2.291, -1.113, 1.802], [1.135, -1.771, 0.637], [2.064, 2.320, 1.378], [0.880, 2.744, 2.613], [2.149, 1.560, 2.960]], "lowdin_charge": [-0.17, -0.12, -0.12, 0.12, -0.17, -0.19, 0.08, 0.12, 0.13, 0.12, 0.46, 0.10, -0.23, -0.24, -0.23, 0.04, -0.23, -0.22, 0.04, 0.05, 0.04, 0.04, -0.20, 0.43, -0.22, -0.20, -0.49, 0.39, -0.19, -0.19, -0.18, 0.02, 0.03, 0.02, 0.03, 0.00, 0.02, 0.03, 0.02, 0.03, 0.03, 0.01, 0.03, 0.01, 0.04, 0.04, 0.03, 0.03, 0.00, 0.03], "total_energy_ev": -74800.30770, "homo_lumo_gap_ev": [4.099, 4.786], "relative_energy_kj_mol": 5.8, "charge": -1, "multiplicity": 4, "s_squared": 3.841}


[3]
{"formula": "H18O9", "method": "ωB97M-V/def2-TZVPD", "elements": ["O", "H", "H", "O", "H", "H", "O", "H", "H", "O", "H", "H", "O", "H", "H", "O", "H", "H", "O", "H", "H", "O", "H", "H", "O", "H", "H"], "xyz": [[-2.869, 0.259, 0.745], [-2.065, -0.164, 0.932], [-2.924, 0.311, -0.169], [2.562, 0.412, 1.593], [2.753, 0.558, 0.674], [2.518, -0.517, 1.460], [-2.852, -1.535, -1.405], [-3.100, -2.443, -1.635], [-1.910, -1.397, -1.537], [0.464, 3.277, 0.390], [0.399, 3.726, 1.218], [0.213, 2.452, 0.762], [0.029, -3.139, -1.772], [0.367, -3.879, -1.228], [-0.060, -2.286, -1.322], [0.034, 0.614, 0.785], [0.960, 0.450, 0.971], [-0.099, 0.438, -0.145], [-0.369, -0.347, -1.706], [-1.153, 0.267, -1.869], [0.142, -0.543, -2.503], [2.807, 0.777, -1.059], [2.206, 1.481, -1.259], [2.445, 0.165, -1.640], [-0.398, 0.035, 3.346], [0.007, 0.716, 3.886], [-0.103, 0.309, 2.495]], "lowdin_charge": [0.00, -0.02, -0.03, -0.01, -0.02, 0.05, -0.05, 0.06, -0.03, -0.04, 0.03, -0.04, -0.07, 0.06, -0.01, -0.08, -0.01, 0.01, -0.07, 0.13, 0.09, 0.02, 0.06, 0.02, -0.04, 0.04, -0.05], "total_energy_ev": -18718.85996, "homo_lumo_gap_ev": 10.065, "smiles": "O.O.O.O.O.O.O.O.O", "relative_energy_kj_mol": 316.0, "charge": 0}


[4]
{"formula": "C8H8Cl2N2O", "method": "ωB97M-V/def2-TZVPD", "elements": ["O", "C", "C", "N", "C", "N", "C", "C", "Cl", "C", "Cl", "C", "C", "H", "H", "H", "H", "H", "H", "H", "H"], "xyz": [[0.110, 2.901, 0.876], [0.469, 1.750, 0.819], [-0.010, 0.666, -0.097], [1.012, -0.674, 0.092], [0.773, -1.827, 0.736], [1.922, -2.422, 0.894], [2.899, -1.685, 0.333], [2.308, -0.592, -0.266], [3.055, 0.840, -1.001], [-1.450, 0.243, 0.102], [-1.676, 0.075, 1.835], [-2.247, -0.293, -1.030], [-2.385, 1.153, -0.690], [1.187, 1.235, 1.584], [0.151, 0.851, -1.197], [-0.187, -2.160, 1.016], [4.011, -1.963, 0.139], [-3.129, -0.931, -0.790], [-1.693, -0.636, -1.971], [-1.833, 1.972, -1.216], [-3.285, 1.497, -0.169]], "lowdin_charge": [0.09, -0.30, -0.20, -0.03, -0.20, 0.05, -0.18, -0.67, 0.66, -0.80, 0.74, -0.11, -0.11, 0.16, 0.15, 0.10, 0.14, 0.13, 0.14, 0.13, 0.11], "total_energy_ev": -38495.47175, "homo_lumo_gap_ev": 9.193, "smiles": "O=C[C@@H](n1cncc1Cl)C1(Cl)CC1", "relative_energy_kj_mol": 0.0, "charge": 0}


[5]
{"formula": "C3H7BrO2S2", "method": "ωB97M-V/def2-TZVPD", "elements": ["C", "S", "O", "O", "S", "H", "H", "H", "H", "C", "C", "Br", "H", "H", "H"], "xyz": [[2.999, -0.602, 0.404], [1.315, -0.428, -0.102], [0.535, 0.489, 0.683], [0.883, -1.963, 0.234], [1.247, -0.041, -1.951], [3.631, 0.332, 0.205], [3.225, -0.619, 1.493], [3.479, -1.518, -0.206], [0.231, -2.230, -0.374], [-3.463, 1.467, -0.274], [-2.365, 1.040, 0.285], [-2.385, -0.906, 0.312], [-4.223, 0.816, -0.537], [-3.585, 2.526, -0.578], [-1.524, 1.636, 0.406]], "lowdin_charge": [-0.25, 0.20, -0.43, -0.25, 0.33, 0.09, 0.07, 0.12, 0.01, -0.14, -0.54, 0.67, 0.01, 0.08, 0.02], "total_energy_ev": -99029.82646, "homo_lumo_gap_ev": 9.966, "smiles": "C[S@](=O)(O)=S.C=CBr", "charge": 0}


[6]
{"formula": "C3H3OS2", "method": "ωB97M-V/def2-TZVPD", "elements": ["C", "C", "S", "C", "O", "S", "H", "H", "H"], "xyz": [[1.138, 0.114, 0.267], [-0.134, -0.546, -0.122], [-0.189, -2.106, -0.493], [-1.389, 0.288, -0.332], [-2.433, -0.293, -0.069], [-1.324, 2.051, -0.743], [1.248, -0.248, 1.266], [1.029, 1.174, 0.322], [2.053, -0.434, -0.096]], "lowdin_charge": [-0.18, -0.83, 0.69, -1.00, -0.14, 0.30, 0.06, 0.02, 0.09], "total_energy_ev": -26878.22494, "homo_lumo_gap_ev": 6.729, "smiles": "CC(=S)C([O-])=S", "relative_energy_kj_mol": 75.7, "charge": -1}


[7]
{"formula": "C5H36O14S", "method": "ωB97M-V/def2-TZVPD", "elements": ["O", "C", "C", "C", "C", "S", "C", "H", "H", "H", "H", "H", "H", "H", "H", "H", "H", "H", "H", "O", "H", "H", "O", "H", "H", "O", "H", "H", "O", "H", "H", "O", "H", "H", "O", "H", "H", "O", "H", "H", "O", "H", "H", "O", "H", "H", "O", "H", "H", "O", "H", "H", "O", "H", "H", "O"], "xyz": [[2.218, 0.427, -0.566], [1.475, -0.515, -0.251], [0.045, -0.691, -0.153], [-0.796, 0.597, -0.316], [-0.236, 1.978, -0.583], [-1.560, 3.224, -0.893], [-2.470, 2.913, 0.628], [2.125, -1.431, -0.348], [-0.262, -1.058, 0.819], [-0.288, -1.443, -0.904], [-1.631, 0.399, -1.002], [-1.210, 0.882, 0.667], [0.448, 2.410, 0.127], [0.349, 1.992, -1.510], [-1.636, 2.313, 1.105], [-2.832, 3.805, 1.097], [-3.358, 2.411, 0.272], [2.301, 1.963, -1.498], [3.508, 1.879, -2.472], [2.523, 2.039, -2.438], [-1.719, -2.217, 2.419], [-1.201, -2.817, 3.772], [-1.214, -2.922, 2.836], [-0.526, -3.586, -2.443], [-0.275, -2.804, -3.754], [-0.938, -3.097, -3.173], [1.826, 1.984, 4.149], [1.916, 1.828, 2.684], [1.436, 1.588, 3.350], [1.403, -0.850, 2.955], [0.911, -1.896, 2.189], [1.737, -1.530, 2.385], [-2.445, -1.228, 0.121], [-3.430, -2.130, 0.904], [-2.598, -1.556, 0.920], [-1.110, 0.485, -2.924], [-1.601, 0.934, -4.321], [-1.706, 0.916, -3.382], [-0.779, 0.637, 3.340], [-1.909, -0.543, 2.924], [-1.012, -0.310, 3.234], [-3.987, 0.635, -1.815], [-3.510, -0.492, -2.579], [-3.883, -0.291, -1.679], [2.214, 2.407, 0.593], [3.485, 1.553, 1.069], [2.842, 2.218, 1.345], [1.041, 1.631, -4.366], [1.677, 0.662, -3.575], [0.797, 0.697, -4.115], [1.288, -3.989, 0.596], [-0.216, -3.846, 0.842], [0.485, -4.232, 0.062], [3.382, -0.731, 1.438], [4.751, -0.963, 1.077], [4.157, -0.240, 1.146]], "lowdin_charge": [-0.04, -0.20, -0.12, -0.23, -0.49, 0.83, -0.39, 0.14, 0.08, 0.13, 0.08, 0.07, 0.06, 0.05, 0.03, 0.03, 0.02, -0.01, 0.10, -0.09, -0.03, 0.04, -0.05, 0.03, 0.00, -0.04, 0.08, -0.14, 0.01, 0.02, -0.03, -0.01, -0.07, 0.14, -0.01, -0.09, 0.05, 0.00, 0.05, 0.04, -0.07, 0.01, 0.06, -0.06, 0.05, 0.02, -0.06, 0.06, 0.06, -0.13, 0.03, 0.12, -0.15, 0.00, 0.04, -0.03], "total_energy_ev": -45266.17577, "homo_lumo_gap_ev": 8.620, "relative_energy_kj_mol": 10.9, "charge": 0}


[8]
{"formula": "C24H46ILaN5OP", "method": "ωB97M-V/def2-TZVPD", "elements": ["C", "I", "H", "H", "H", "C", "C", "N", "C", "N", "H", "H", "C", "C", "N", "H", "N", "H", "La", "C", "O", "C", "C", "H", "H", "H", "C", "H", "H", "H", "C", "H", "H", "H", "C", "H", "H", "H", "C", "C", "C", "C", "P", "N", "C", "C", "C", "C", "C", "C", "C", "C", "H", "H", "H", "H", "H", "H", "H", "H", "H", "H", "H", "H", "H", "H", "H", "H", "H", "H", "H", "H", "H", "H", "H", "H", "H", "H", "H"], "xyz": [[-2.706, 1.203, -3.466], [-1.024, 2.128, -2.508], [-2.556, 0.357, -2.747], [-2.572, 0.904, -4.535], [-3.696, 1.723, -3.276], [0.348, 3.445, 1.543], [-0.955, 3.753, 1.646], [-1.511, 3.648, 0.369], [-0.566, 3.247, -0.522], [0.593, 3.144, 0.202], [1.112, 3.392, 2.291], [-1.522, 4.045, 2.502], [2.427, -4.102, -0.953], [1.114, -2.678, 0.264], [2.384, -2.952, -0.178], [0.699, -5.388, -1.539], [0.353, -3.627, -0.339], [3.331, -4.511, -1.331], [1.416, -0.373, 1.195], [0.332, 0.398, -0.308], [-0.804, 0.036, -0.071], [1.111, -4.540, -1.050], [-1.090, -3.707, -0.249], [-1.465, -4.411, -1.003], [-1.554, -2.721, -0.415], [-1.406, -4.053, 0.749], [3.560, -2.146, 0.114], [4.473, -2.663, -0.221], [3.676, -1.954, 1.205], [3.552, -1.152, -0.395], [1.898, 2.850, -0.360], [2.286, 3.741, -0.890], [1.825, 2.016, -1.078], [2.608, 2.589, 0.446], [-2.884, 3.933, 0.044], [-2.935, 4.673, -0.769], [-3.386, 4.333, 0.938], [-3.396, 3.015, -0.279], [1.564, -1.220, 6.746], [1.610, -1.287, 5.218], [2.645, -0.266, 4.693], [2.071, -2.685, 4.767], [-0.079, -0.926, 4.477], [0.237, -0.651, 2.952], [-1.226, -2.402, 4.598], [-1.204, -3.006, 6.010], [-2.666, -1.992, 4.247], [-0.794, -3.468, 3.569], [-0.861, 0.612, 5.212], [-1.935, 1.142, 4.243], [-1.486, 0.325, 6.585], [0.191, 1.722, 5.361], [2.558, -1.508, 7.120], [0.837, -1.917, 7.176], [1.353, -0.211, 7.115], [3.650, -0.627, 4.960], [2.604, -0.173, 3.593], [2.510, 0.735, 5.115], [1.494, -3.495, 5.229], [2.037, -2.792, 3.672], [3.119, -2.809, 5.078], [-0.237, -3.451, 6.264], [-1.482, -2.281, 6.782], [-1.951, -3.813, 6.037], [-2.715, -1.501, 3.266], [-3.269, -2.910, 4.189], [-3.130, -1.353, 5.006], [-0.613, -3.010, 2.590], [0.109, -4.010, 3.866], [-1.608, -4.202, 3.467], [-2.832, 0.516, 4.218], [-2.236, 2.146, 4.577], [-1.529, 1.216, 3.228], [-0.759, -0.076, 7.300], [-1.850, 1.280, 6.994], [-2.346, -0.349, 6.529], [0.942, 1.499, 6.127], [0.683, 1.933, 4.402], [-0.328, 2.640, 5.678]], "lowdin_charge": [-0.63, 1.07, -0.06, -0.04, -0.01, -0.08, -0.08, -0.15, -0.49, -0.18, 0.10, 0.10, -0.08, -0.21, -0.18, 0.09, -0.16, 0.08, 0.43, -0.75, -0.28, -0.08, -0.04, 0.08, 0.09, 0.07, -0.15, 0.06, 0.06, 0.06, -0.10, 0.09, 0.04, 0.07, -0.06, 0.09, 0.08, 0.08, -0.15, -0.61, -0.11, -0.12, 0.85, -0.51, -0.60, -0.13, -0.11, -0.11, -0.61, -0.11, -0.12, -0.12, 0.08, 0.05, 0.05, 0.06, 0.01, 0.05, 0.05, 0.07, 0.07, 0.05, 0.06, 0.08, 0.09, 0.08, 0.05, 0.04, 0.06, 0.08, 0.05, 0.08, 0.06, 0.06, 0.08, 0.05, 0.05, 0.07, 0.08], "total_energy_ev": -53369.12227, "homo_lumo_gap_ev": [1.442, 1.129], "relative_energy_kj_mol": 0.0, "charge": -2}